[1]
# C6H13NO

A 2-piece molecular cluster, C6H13NO overall at a distorted geometry (the ωB97M-V functional and the def2-TZVPD basis, the OMol25 dataset).

Each line ends with the Löwdin charge.
Geometry (Å):
O 1.03446 3.15768 -2.41236  -0.07
N -1.84573 1.45697 1.23360  0.02
C 2.47212 -1.63645 0.55600  -0.01
C -0.79538 -0.48409 0.28437  -0.30
C -1.08592 0.80336 0.21497  -0.17
C -1.47561 -1.45691 1.18519  -0.07
C 0.35181 -1.01219 -0.57561  -0.18
C 1.24152 -1.95069 0.19304  -0.19
H 1.67708 3.87284 -2.26845  0.04
H 0.98951 -0.17794 -0.87034  0.10
H -0.00350 -1.47521 -1.50120  0.11
H -2.85051 1.30351 1.11682  0.08
H -1.78176 2.46434 1.18720  0.06
H 3.04757 -2.32011 1.15342  0.04
H -1.72165 -2.44638 0.78309  0.08
H 3.06753 -0.76275 0.28624  0.06
H 1.31420 2.67544 -3.19346  0.03
H 0.86728 -2.89605 0.57658  0.10
H -0.59007 1.47296 -0.47415  0.10
H -2.47817 -1.07664 1.41446  0.07
H -0.99118 -1.57062 2.16121  0.09

Cartesian forces (eV/Å) of the 3 atoms listed first:
0.11 0.38 0.33
-1.39 0.16 -0.33
0.91 -0.11 0.05

Properties
Relative energy (zero: lowest compared OMol25 entry of this formula, charge and spin) = 53.2 kcal/mol
Max |F| = 1.65 eV Å⁻¹
Total energy = -9968.8692 eV
Structure (SMILES) = C=CC/C(C)=C/N.O



[2]
# C27H41N3OTc

C27H41N3OTc as an isolated structure (the ωB97M-V functional and the def2-TZVPD basis, the OMol25 dataset).

Each line ends with the Löwdin charge.
Geometry (Å):
Tc -1.16310 0.69674 0.53588  1.38
O -0.05146 2.21069 0.47218  -0.39
N -1.89198 -0.93502 1.85941  -0.16
N 0.70380 -0.08114 1.68599  -0.14
N -1.08825 -1.04150 -0.74683  -0.17
C -0.03812 3.57968 0.05053  -0.70
C -4.60468 1.85205 -1.33839  -0.05
C -6.09950 2.68781 0.85609  -0.07
C -2.74003 1.25308 0.14915  -0.21
C 2.40931 -2.77431 -0.44681  -0.44
C -4.06891 1.76035 -0.04921  -0.32
C -5.88200 2.35332 -1.52014  -0.07
C 4.87098 -2.73257 -1.04573  -0.03
C 5.98100 -2.18840 -1.67036  -0.07
C -0.54005 4.42353 1.21643  -0.03
C 1.73713 -0.60003 0.76493  -0.14
C 5.87819 -0.99439 -2.36613  -0.08
C 1.24407 -1.79893 -0.06132  -0.24
C -0.92420 3.77228 -1.17190  -0.04
C 1.90175 -3.86082 -1.40960  -0.03
C -1.92879 -2.16788 -0.27049  -0.15
C 1.41420 3.90954 -0.28311  -0.04
C -6.62866 2.76879 -0.42496  -0.06
C 3.54064 -0.91335 -1.80828  -0.04
C -1.11877 -0.87751 3.11989  -0.18
C 2.80571 -3.49236 0.85874  -0.04
C 3.62532 -2.10259 -1.09069  -0.17
C -4.82497 2.18600 1.04819  -0.05
C 0.37646 -0.95377 2.82301  -0.17
C 4.64963 -0.36145 -2.43457  -0.07
C -1.89407 -2.28602 1.24588  -0.16
C 0.29488 -1.38546 -1.19454  -0.13
H -6.68163 3.02155 1.70437  0.11
H -1.62871 -3.10832 -0.74177  0.13
H -4.00909 1.54284 -2.18778  0.11
H 2.04820 3.76441 0.59229  0.08
H 0.97395 -4.31126 -1.04414  0.09
H 4.54563 0.56738 -2.97964  0.11
H 3.24294 -2.82038 1.59609  0.09
H 3.52763 -4.28334 0.67632  0.08
H 0.63748 -2.42220 0.59680  0.10
H 4.99148 -3.66954 -0.52099  0.11
H 1.73836 -3.47964 -2.41688  0.09
H 6.93076 -2.70294 -1.61217  0.11
H -4.39641 2.13285 2.04109  0.11
H -1.57000 4.15348 1.45505  0.08
H -1.00369 -2.81303 1.58003  0.10
H 0.65328 -0.49702 -1.71509  0.11
H 2.00043 0.23483 0.11501  0.12
H -7.62454 3.16411 -0.57140  0.11
H -2.74873 -2.87052 1.59312  0.13
H 2.64563 -4.65283 -1.48793  0.10
H 0.07966 4.25743 2.09802  0.08
H 6.74403 -0.56689 -2.85265  0.11
H 2.64284 -0.86584 1.31618  0.13
H -1.54644 -0.67661 -1.57334  0.11
H 0.21021 -2.18738 -1.92834  0.11
H -2.94895 -1.94400 -0.58688  0.13
H -1.35896 0.07512 3.59243  0.12
H -6.29533 2.42760 -2.51675  0.11
H -0.62529 3.08632 -1.96611  0.08
H 0.93876 -0.67406 3.71712  0.13
H -0.50885 5.48480 0.96843  0.09
H -2.84637 -0.66833 2.06834  0.12
H -1.41286 -1.68302 3.80078  0.13
H -0.83358 4.79342 -1.54505  0.09
H -1.96996 3.58997 -0.92973  0.06
H 1.02361 0.82256 2.02144  0.11
H 1.77212 3.26011 -1.08381  0.08
H 1.51304 4.94424 -0.61205  0.09
H 1.92724 -3.96993 1.30038  0.09
H 2.60289 -0.38707 -1.90019  0.09
H 0.67371 -1.97522 2.58617  0.10

Cartesian forces (eV/Å) of the 3 atoms listed first:
-0.70 -0.09 0.14
0.15 0.05 0.02
0.04 0.04 -0.05

Properties
Relative energy (zero: lowest compared OMol25 entry of this formula, charge and spin) = 0.0 kcal/mol
Max |F| = 0.72 eV Å⁻¹
Net charge = +1
Total energy = -37375.1776 eV



[3]
# C3H10NOS

A 2-piece molecular cluster, C3H10NOS overall at a distorted geometry (the ωB97M-V functional and the def2-TZVPD basis, the OMol25 dataset).

Each line ends with the Löwdin charge.
Geometry (Å):
S 1.28060 0.54011 1.64066  0.04
O -2.21075 3.78471 0.61266  -0.09
N 0.17374 0.53288 -1.38808  -0.07
C 0.14446 -0.99443 -1.33738  -0.29
C 0.90728 -1.67919 -0.09667  -0.34
C 0.41559 -1.10222 1.30158  -0.75
H -0.50622 1.17339 -0.99415  0.02
H 0.70369 -1.42516 -2.16075  0.06
H -2.32904 3.07752 1.23187  0.01
H 2.01611 -1.67122 -0.25477  0.08
H 0.40477 -2.08593 2.04840  0.07
H -0.72305 -0.79222 1.40356  0.03
H -1.21997 3.84210 0.55892  0.06
H 1.10304 0.78933 -0.98337  0.00
H -0.95763 -1.22270 -1.26294  0.10
H 0.79738 -2.76696 -0.31952  0.07

Cartesian forces (eV/Å) of the 3 atoms listed first:
-0.12 -1.21 0.54
1.59 0.73 -0.54
2.67 -1.11 -0.88

Properties
Relative energy (zero: lowest compared OMol25 entry of this formula, charge and spin) = 47.7 kcal/mol
Max |F| = 3.02 eV Å⁻¹
Net charge = -1
Total energy = -17645.3736 eV



[4]
# CH5NOP2

A 2-piece molecular cluster, CH5NOP2 overall at a distorted geometry (the ωB97M-V functional and the def2-TZVPD basis, the OMol25 dataset).

Each line ends with the Löwdin charge.
Geometry (Å):
P 1.03326 0.80251 -0.09686  0.78
P -2.86652 -0.27396 0.10765  0.64
O -1.74335 0.67564 -0.08352  -0.66
N -0.01544 -0.30387 0.00451  -0.30
C 2.54056 -0.22535 0.01395  -0.37
H 3.39677 0.37535 0.32719  0.02
H 2.46950 -1.10687 0.69396  0.05
H -3.75962 -0.10764 -0.97038  -0.11
H -3.80297 0.39925 1.06007  -0.07
H 2.74781 -0.23508 -1.05656  0.01

Cartesian forces (eV/Å) of the 3 atoms listed first:
0.77 1.69 0.24
-3.80 -1.87 1.58
2.83 2.68 -0.71

Properties
Relative energy (zero: lowest compared OMol25 entry of this formula, charge and spin) = 94.6 kcal/mol
Max |F| = 4.52 eV Å⁻¹
Total energy = -23228.3529 eV